No. 1
Computed, not measured: a molecular structure, C23H19BrIrN4OS in a non-equilibrium geometry, with the ωB97M-V functional and the def2-TZVPD basis.

Structure (XYZ):
```
50
Properties=species:S:1:pos:R:3:forces:R:3
Ir 0.724072 -1.023510 0.486974 3.04 -0.20 0.14
N -0.711463 -1.533062 4.513135 -0.01 -0.10 -0.01
C -0.347060 -1.181104 3.268859 -0.32 0.39 0.36
S 0.360356 -2.420236 2.284408 0.21 -0.22 -0.24
N -0.563912 0.078178 2.940272 0.15 -0.28 -0.69
N -0.151499 0.340025 1.649839 -1.27 -0.41 0.42
C -0.264752 1.535680 1.170402 0.13 0.50 -0.69
C -0.993738 2.634867 1.845922 0.32 -0.14 0.05
C -1.984351 3.303990 1.129808 -0.12 0.04 -0.02
C -2.709899 4.322099 1.730202 0.03 -0.04 -0.02
C -2.434897 4.689334 3.039279 -0.02 0.00 0.01
C -1.449513 4.024087 3.755545 0.03 -0.01 -0.02
C -0.737868 2.991040 3.168098 0.07 0.10 0.01
C 0.349167 1.748894 -0.191911 -0.49 -0.22 0.91
C 0.485034 2.992943 -0.758037 0.09 0.29 -0.35
C 1.027276 3.094067 -2.041046 -0.13 0.15 0.31
C 1.390906 1.945767 -2.704920 0.05 -0.30 -0.05
C 1.269760 0.724064 -2.049376 0.02 0.26 0.02
N 0.803267 0.637915 -0.807391 -0.28 -0.33 -0.18
H -0.657878 -2.495524 4.794632 -0.01 0.00 0.01
H -1.269982 -0.896663 5.056061 0.03 0.02 0.01
H -2.212995 3.009121 0.112518 0.02 0.02 0.01
H -3.488905 4.826216 1.174509 0.00 0.00 0.00
H -2.992037 5.492225 3.503708 0.00 -0.01 0.00
H -1.234639 4.309028 4.776666 -0.01 0.00 0.00
H 0.021901 2.468665 3.730141 -0.01 -0.02 0.00
H 0.173872 3.868693 -0.207979 -0.01 0.00 -0.05
H 1.146339 4.063640 -2.505339 -0.01 0.00 0.01
H 1.784735 1.971829 -3.710877 -0.01 0.00 0.00
H 1.554179 -0.202201 -2.525151 0.04 0.00 -0.03
Br 2.897149 -1.860706 -0.667636 -0.74 -0.13 0.20
C 1.950640 -2.606595 -2.148055 0.09 -0.07 -0.16
C 2.633221 -2.977940 -3.259822 0.01 -0.11 -0.21
C 1.911458 -3.601081 -4.308204 0.10 0.08 0.13
C 0.580608 -3.852658 -4.159153 -0.09 0.00 0.08
C -0.124689 -3.464578 -2.987349 -0.07 -0.15 -0.17
C -1.492729 -3.780723 -2.805400 0.09 -0.02 -0.07
C -2.126736 -3.418001 -1.656505 0.08 0.03 0.20
C -1.445512 -2.673600 -0.661001 -0.25 -0.10 -0.18
C -0.134878 -2.314104 -0.804093 -0.85 0.74 0.04
C 0.561492 -2.767449 -1.965758 0.18 -0.02 0.23
H 3.700025 -2.819206 -3.340877 0.00 -0.05 0.00
H 2.433857 -3.900960 -5.206327 0.00 0.01 0.01
H 0.032967 -4.368933 -4.937822 0.00 0.01 0.00
H -2.008204 -4.335455 -3.579384 -0.01 0.04 0.00
H -3.164419 -3.683053 -1.500689 0.01 0.02 0.01
H -1.986501 -2.365143 0.223833 -0.04 0.06 -0.03
O 2.751509 -0.192150 2.058329 0.03 0.25 -0.15
H 3.327681 -0.883970 2.402595 -0.11 -0.03 0.12
H 2.817586 0.546239 2.674365 0.03 -0.02 0.02
```
Forces are in eV/Å.

Its strongest force on any atom is 3.053 eV Å⁻¹. The calculation puts the HOMO energy at -10.5 eV. The relative energy (zero: lowest compared OMol25 entry of this formula, charge and spin) is 0.0 kcal/mol. As for the LUMO energy: -4.11 eV. Its molar mass is 671.6 Da. Its total charge is +1. The calculation puts the total energy at -115879.06130 eV. For the HOMO-LUMO gap, the calculation gives 6.4 eV.

***

No. 2
Computed, not measured: a molecular structure, C23H19CaNO6PS3, with the ωB97M-V functional and the def2-TZVPD basis.

Structure (XYZ):
```
54
Properties=species:S:1:pos:R:3:forces:R:3
Ca -1.612096 1.041851 -0.946771 0.04 0.39 -0.35
O -1.718491 -2.015530 -1.045926 0.05 0.02 0.04
C -1.294678 -1.440879 -2.055253 0.09 -0.08 0.07
O -1.863033 -0.459065 -2.634703 0.08 0.14 -0.06
C 0.123824 -1.758769 -2.544157 0.02 -0.19 -0.10
P 1.214680 -0.477981 -1.787006 -0.26 0.17 0.10
C 2.733049 -0.622542 -2.790147 0.05 0.00 0.02
C 2.841775 0.217180 -3.897086 0.01 0.03 -0.01
C 3.949926 0.148210 -4.728494 0.02 0.01 -0.02
C 4.970663 -0.749945 -4.452423 -0.01 0.00 0.00
C 4.875189 -1.583137 -3.346165 -0.01 -0.02 0.02
C 3.761806 -1.522513 -2.520700 -0.02 -0.02 -0.02
C 1.696087 -1.157256 -0.165630 0.04 -0.10 0.01
C 1.017657 -2.204572 0.453141 0.02 0.00 0.03
C 1.341603 -2.574435 1.753533 0.00 0.00 0.00
C 2.344089 -1.913503 2.444652 0.00 -0.01 0.01
C 3.021200 -0.864551 1.834796 0.02 0.01 -0.02
C 2.690920 -0.483278 0.545725 0.02 0.00 0.02
H 0.189538 -1.595770 -3.620705 -0.02 0.00 0.01
H 0.437297 -2.774343 -2.298435 -0.01 0.01 0.00
H 2.057363 0.937673 -4.101457 -0.01 -0.01 0.02
H 4.019986 0.807525 -5.584274 0.01 0.00 0.00
H 5.841197 -0.797053 -5.094543 0.00 0.00 0.00
H 5.668748 -2.285833 -3.123978 0.01 0.00 -0.01
H 3.692389 -2.177016 -1.660619 -0.01 0.01 0.02
H 0.197196 -2.700003 -0.050135 0.00 0.02 -0.01
H 0.790722 -3.378206 2.225730 0.01 0.00 0.01
H 2.589909 -2.201783 3.459174 0.00 0.00 0.00
H 3.797365 -0.331573 2.370022 0.00 0.00 0.00
H 3.204859 0.356421 0.090379 -0.01 0.00 -0.02
O -0.541330 1.391551 1.175026 -0.06 -0.16 -0.18
C -1.547057 1.002666 1.796340 0.21 0.01 0.21
N -2.708834 0.705161 1.202957 -0.13 -0.01 0.20
S -3.839016 0.231423 2.284362 -0.14 0.02 -0.09
O -4.209717 -1.143050 2.101079 0.04 0.04 0.00
O -4.898842 1.201343 2.365681 0.04 -0.02 -0.01
C -2.786203 0.379419 3.708542 -0.03 -0.01 -0.04
C -3.055708 0.118382 5.036550 0.02 0.01 0.00
C -2.017827 0.310079 5.939849 0.04 0.01 0.01
C -0.762812 0.743398 5.513388 -0.01 -0.01 0.05
C -0.512786 1.000146 4.172719 -0.03 -0.01 -0.05
C -1.552134 0.812156 3.278926 0.01 -0.01 0.05
H -4.030428 -0.222485 5.357707 -0.01 0.00 0.00
H -2.180820 0.118143 6.992788 -0.02 -0.01 0.00
H 0.024403 0.877987 6.244113 0.01 0.00 -0.01
H 0.454574 1.330586 3.818641 0.00 0.00 -0.01
C -4.521123 2.683966 -2.027774 -0.07 0.08 -0.02
O -3.106574 2.738786 -1.834842 -0.09 -0.19 0.07
C -2.362539 3.772414 -2.383411 0.02 -0.09 0.05
S -3.111874 5.001191 -3.186737 -0.02 0.05 -0.04
S -0.712003 3.526941 -2.080960 0.06 -0.08 0.02
H -4.852093 1.784529 -1.512370 0.02 0.00 0.01
H -4.753982 2.630501 -3.090200 0.00 0.00 0.02
H -4.996024 3.565433 -1.600935 0.01 -0.01 0.00
```
Forces are in eV/Å.

Its strongest force on any atom is 0.525 eV Å⁻¹. The calculation puts the HOMO energy at -5.1 eV. The relative energy (zero: lowest compared OMol25 entry of this formula, charge and spin) is 0.0 kcal/mol. As for the LUMO energy: 2.48 eV. Its molar mass is 572.7 Da. Its total charge is -1. The calculation puts the total energy at -98174.54922 eV. For the HOMO-LUMO gap, the calculation gives 7.6 eV.

***

Question: What is the strongest force on any atom in the first record?
Answer: 3.053 eV Å⁻¹

***

Question: What is the HOMO-LUMO gap in the second record?
Answer: 7.6 eV

***

Question: Look up the HOMO-LUMO gap of the second one.
Answer: 7.6 eV